Record 1
F2O2S | the ωB97M-V functional and the def2-TZVPD basis

Each line ends with the natural charge from an NBO analysis.
CARTESIAN COORDINATES (ANGSTROEM)
O 0.36 -1.36 0.39  -0.782
O -0.82 0.47 -0.61  -0.374
F -1.89 0.60 0.27  -0.050
F 2.08 0.52 0.42  -0.598
S 0.57 -0.37 -0.60  1.805

* Kohn-Sham gap (alpha / beta): 10.53 / 10.53 eV
* relative energy (zero: lowest compared OMol25 entry of this formula, charge and spin): 129.7 kcal/mol

---

Record 2
C36H76N2O6Si | the ωB97M-V functional and the def2-TZVPD basis

Each line ends with the Mulliken charge.
CARTESIAN COORDINATES (ANGSTROEM)
C 2.47 -2.04 3.19  -0.892
N 1.41 -0.98 3.15  0.114
C 0.69 -0.98 1.81  0.236
C -0.91 -0.97 2.02  -0.960
C -1.37 0.55 2.30  0.916
C -2.62 1.05 1.43  -0.987
C -2.53 0.74 -0.15  -0.336
C -2.09 1.99 -1.06  -0.821
C -1.29 1.46 -2.38  0.007
C -0.04 2.41 -2.78  -0.928
Si 1.57 1.99 -1.79  0.513
C 2.02 0.13 -1.80  -0.569
C 1.15 2.43 0.06  0.698
C 3.05 3.16 -2.24  0.230
C 2.99 4.16 -3.41  -0.338
C 4.22 5.08 -3.66  -0.475
C 5.44 4.98 -2.72  -0.427
C 5.53 3.95 -1.55  -0.663
C 4.30 3.04 -1.31  -0.189
C 2.18 0.30 3.29  0.343
O 3.27 0.39 2.65  -0.557
O 1.67 1.29 4.15  -0.232
C 2.14 2.62 3.80  -0.157
C 0.89 3.62 4.11  -0.155
N 0.95 3.91 5.58  -0.540
H 2.05 -3.08 3.46  0.286
H 3.04 -2.14 2.18  0.292
H 3.25 -1.80 3.98  0.286
H 1.07 -1.87 1.19  0.575
H 1.08 -0.04 1.26  -0.544
H -1.09 -1.57 2.99  0.337
H -1.48 -1.51 1.20  0.391
H -1.72 0.58 3.41  0.044
H -0.46 1.25 2.26  -0.779
H -3.63 0.67 1.82  0.290
H -2.66 2.20 1.54  0.313
H -1.88 -0.16 -0.42  0.181
H -3.60 0.47 -0.48  0.393
H -1.52 2.81 -0.50  0.334
H -3.04 2.50 -1.48  0.492
H -0.86 0.41 -2.24  -0.020
H -2.06 1.42 -3.23  0.081
H 0.16 2.23 -3.90  0.373
H -0.40 3.49 -2.65  0.379
H 1.89 -0.32 -0.74  0.006
H 1.33 -0.46 -2.48  0.292
H 3.13 0.05 -2.05  0.220
H 0.29 1.72 0.34  -0.911
H 2.04 2.13 0.72  -0.467
H 0.83 3.52 0.19  0.506
H 2.07 4.23 -4.08  0.286
H 4.20 5.84 -4.51  0.331
H 6.34 5.66 -2.88  0.295
H 6.42 3.86 -0.84  0.420
H 4.32 2.28 -0.46  0.306
H 2.43 2.76 2.71  0.042
H 2.98 2.96 4.50  0.357
H -0.05 3.00 3.85  -0.008
H 0.93 4.56 3.48  0.341
H 1.36 4.85 5.66  0.242
H 0.01 3.88 6.00  0.183
C -1.87 -2.98 -6.13  -1.153
C -2.18 -2.81 -4.66  -0.146
O -2.56 -1.49 -4.30  -0.282
C -3.73 -0.99 -4.92  -0.372
C -4.98 -1.79 -4.61  -0.969
H -1.12 -2.24 -6.45  0.308
H -1.48 -3.98 -6.33  0.412
H -2.76 -2.83 -6.75  0.272
H -1.27 -3.04 -4.08  0.321
H -2.94 -3.53 -4.33  0.136
H -3.58 -0.89 -6.00  0.280
H -3.87 0.03 -4.53  0.309
H -4.93 -2.80 -5.03  0.196
H -5.87 -1.31 -5.02  0.467
H -5.11 -1.90 -3.53  0.220
C -6.67 -4.78 -1.72  -1.020
C -6.94 -5.16 -3.16  -0.381
O -5.76 -5.35 -3.93  -0.375
C -4.88 -6.37 -3.50  -0.244
C -5.50 -7.76 -3.51  -1.259
H -6.02 -3.90 -1.67  0.229
H -7.61 -4.55 -1.21  0.403
H -6.18 -5.59 -1.17  0.277
H -7.49 -4.35 -3.65  0.335
H -7.58 -6.05 -3.23  0.354
H -4.47 -6.13 -2.51  0.361
H -4.03 -6.37 -4.19  0.332
H -6.31 -7.84 -2.78  0.270
H -4.76 -8.52 -3.27  0.404
H -5.93 -7.98 -4.49  0.316
C -3.01 1.88 10.27  -1.036
C -3.61 0.90 9.28  -0.297
O -3.85 1.46 7.99  -0.435
C -2.72 1.95 7.29  -0.410
C -1.68 0.88 7.00  -0.629
H -3.62 2.78 10.33  0.279
H -2.94 1.42 11.26  0.389
H -2.00 2.18 9.97  0.261
H -4.58 0.57 9.66  0.338
H -2.99 0.00 9.18  0.290
H -2.27 2.79 7.83  0.300
H -3.09 2.35 6.35  0.311
H -1.22 0.50 7.91  0.339
H -0.88 1.29 6.37  0.042
H -2.14 0.03 6.48  0.267
C 8.67 1.77 -2.65  -1.129
C 7.27 1.26 -2.91  0.142
O 7.24 0.08 -3.71  -0.458
C 7.89 -1.06 -3.18  -0.290
C 7.31 -1.54 -1.86  -0.981
H 9.22 1.91 -3.59  0.298
H 8.64 2.73 -2.12  0.388
H 9.25 1.07 -2.03  0.292
H 6.71 2.02 -3.46  0.223
H 6.73 1.09 -1.97  0.028
H 8.97 -0.88 -3.09  0.296
H 7.77 -1.86 -3.92  0.334
H 7.47 -0.81 -1.06  0.247
H 7.78 -2.47 -1.55  0.390
H 6.23 -1.70 -1.94  0.230

* Kohn-Sham gap: 9.28 eV

---

Record 3
C9H13N2O2S | the ωB97M-V functional and the def2-TZVPD basis

Each line ends with the natural charge from an NBO analysis.
CARTESIAN COORDINATES (ANGSTROEM)
C -2.19 -0.18 2.42  -0.700
C -0.76 -0.43 2.01  0.339
N -0.50 -0.70 0.77  -0.489
C 0.81 -1.18 0.11  0.501
N 1.26 -2.29 0.32  -0.379
C 0.91 -3.47 1.04  -0.039
C 0.47 -3.42 2.29  -0.494
S 0.08 -4.37 3.57  2.056
O -1.34 -4.21 3.80  -0.831
O 0.90 -4.53 4.71  -0.783
C 1.49 -0.12 -0.66  -0.318
C 1.19 -0.05 -2.19  -0.372
C 0.68 1.43 -1.98  -0.416
C 1.13 1.38 -0.54  -0.373
H -2.24 0.56 3.25  0.275
H -2.70 -1.08 2.78  0.293
H -2.70 0.18 1.53  0.239
H 0.08 -0.44 2.66  0.232
H -1.30 -0.77 0.13  0.427
H 1.29 -4.32 0.44  0.256
H 2.54 -0.35 -0.49  0.260
H 0.58 -0.77 -2.65  0.214
H 2.13 -0.02 -2.79  0.228
H 1.31 2.00 -2.72  0.237
H -0.39 1.44 -2.22  0.221
H 1.94 1.87 -0.14  0.235
H 0.24 1.60 0.27  0.180

* Kohn-Sham gap (alpha / beta): 8.48 / 8.48 eV
* relative energy (zero: lowest compared OMol25 entry of this formula, charge and spin): 155.4 kcal/mol
* charge: +1

---

Record 4
C7H10O3S | the ωB97M-V functional and the def2-TZVPD basis

Each line ends with the natural charge from an NBO analysis.
CARTESIAN COORDINATES (ANGSTROEM)
C 0.09 2.64 0.80  -0.112
C -0.03 1.68 0.10  -0.121
C -0.85 -0.95 0.96  -0.664
C 0.36 -0.89 0.07  -0.312
C 0.28 0.46 -0.67  0.442
C 1.62 -0.95 0.96  -0.619
C 1.00 0.61 -1.93  -0.697
O -3.15 0.44 0.75  -0.941
O -2.91 -1.70 -0.41  -0.965
O -1.67 0.14 -1.27  -0.850
S -2.34 -0.47 -0.01  2.384
H -0.32 3.54 1.18  0.252
H -1.07 -1.95 1.26  0.259
H -0.65 -0.20 1.73  0.236
H 0.25 -1.68 -0.71  0.244
H 1.78 0.13 1.19  0.219
H 2.58 -1.36 0.49  0.232
H 1.42 -1.38 1.95  0.237
H 2.01 0.97 -1.62  0.261
H 0.49 1.34 -2.59  0.276
H 1.09 -0.43 -2.22  0.239

* Kohn-Sham gap: 8.59 eV
* relative energy (zero: lowest compared OMol25 entry of this formula, charge and spin): 69.1 kcal/mol

---

Record 5
C22H33O12 | the ωB97M-V functional and the def2-TZVPD basis

Each line ends with the natural charge from an NBO analysis.
CARTESIAN COORDINATES (ANGSTROEM)
C 0.30 -0.33 -0.48  -0.729
C 0.76 1.11 -0.33  0.747
O -0.04 2.00 -0.75  -0.792
O 1.89 1.36 0.16  -0.803
H -0.75 -0.43 -0.21  0.212
H 0.86 -1.02 0.16  0.185
H 0.44 -0.69 -1.51  0.197
O -3.63 -1.50 1.33  -0.575
C -4.07 -1.05 0.31  0.804
O -3.44 -1.09 -0.89  -0.492
C -4.27 -0.64 -1.99  -0.067
C -5.59 -0.27 -1.33  -0.459
C -5.41 -0.40 0.17  -0.530
H -4.24 -1.46 -2.70  0.195
H -3.81 0.23 -2.44  0.199
H -6.55 -0.64 -1.70  0.224
H -5.88 0.77 -1.57  0.219
H -6.19 -0.96 0.68  0.239
H -5.28 0.59 0.61  0.246
O -1.40 0.39 -7.61  -0.587
C -1.27 0.96 -6.56  0.796
O -2.19 1.79 -6.02  -0.499
C -1.70 2.24 -4.74  -0.077
C -0.77 1.16 -4.27  -0.439
C -0.11 0.77 -5.59  -0.523
H -2.53 2.39 -4.05  0.196
H -1.15 3.18 -4.73  0.184
H -1.33 0.34 -3.82  0.207
H -0.01 1.48 -3.55  0.270
H 0.22 -0.26 -5.73  0.239
H 0.61 1.48 -5.99  0.229
O 4.87 3.04 1.08  -0.541
C 5.04 1.98 1.58  0.791
O 5.09 1.79 2.94  -0.511
C 5.17 0.38 3.20  -0.077
C 4.68 -0.29 1.95  -0.435
C 5.04 0.65 0.81  -0.543
H 4.50 -0.01 3.97  0.186
H 6.17 0.07 3.51  0.169
H 3.60 -0.47 1.96  0.236
H 5.18 -1.26 1.83  0.205
H 4.23 0.66 0.08  0.299
H 6.02 0.61 0.34  0.219
O -1.16 -7.54 0.51  -0.597
C -1.32 -6.34 0.49  0.787
O -2.12 -5.83 -0.44  -0.494
C -2.00 -4.38 -0.57  -0.067
C -1.30 -4.03 0.74  -0.455
C -0.58 -5.25 1.30  -0.517
H -2.99 -3.93 -0.57  0.205
H -1.34 -4.19 -1.41  0.189
H -1.91 -3.50 1.48  0.243
H -0.49 -3.34 0.47  0.227
H -0.79 -5.47 2.34  0.238
H 0.48 -5.26 1.05  0.236
O 1.41 4.74 1.67  -0.522
C 1.58 4.18 2.72  0.777
O 1.76 4.91 3.87  -0.505
C 2.20 4.08 4.90  -0.078
C 1.74 2.66 4.52  -0.420
C 1.82 2.72 2.94  -0.521
H 1.66 4.29 5.83  0.172
H 3.28 4.07 5.06  0.174
H 0.74 2.43 4.88  0.194
H 2.42 1.88 4.87  0.201
H 1.06 2.01 2.65  0.261
H 2.80 2.42 2.59  0.259

* Kohn-Sham gap: 6.79 eV
* relative energy (zero: lowest compared OMol25 entry of this formula, charge and spin): 27.5 kcal/mol
* charge: -1

---

Record 6
C8H16IN3 | the ωB97M-V functional and the def2-TZVPD basis

Each line ends with the natural charge from an NBO analysis.
CARTESIAN COORDINATES (ANGSTROEM)
C -1.68 0.35 2.11  -0.717
C -1.81 0.27 0.62  0.215
I -3.72 -0.15 -0.21  0.393
N -1.34 1.80 -0.03  -0.582
C -0.02 1.86 -0.34  0.518
N 0.64 2.86 -0.88  -0.668
C 0.53 0.55 -0.13  -0.097
C 1.64 0.12 -1.14  -0.437
C 2.00 -1.33 -0.64  -0.392
C 0.77 -2.26 -0.68  -0.437
C -0.32 -1.80 0.21  -0.215
N -0.72 -0.41 -0.19  -0.430
H -2.16 1.31 2.50  0.285
H -0.74 0.27 2.41  0.227
H -2.33 -0.34 2.56  0.280
H -1.87 2.59 0.34  0.445
H 1.56 2.56 -1.12  0.434
H 0.39 3.84 -0.67  0.465
H 0.90 0.48 1.00  0.291
H 2.51 0.67 -1.18  0.257
H 1.19 0.00 -2.11  0.235
H 2.52 -1.36 0.41  0.233
H 2.65 -1.73 -1.39  0.257
H 0.53 -2.47 -1.68  0.239
H 1.08 -3.15 -0.16  0.267
H -1.11 -2.48 0.31  0.263
H 0.09 -1.71 1.16  0.218
H -1.19 -0.35 -1.07  0.454

* Kohn-Sham gap: 9.84 eV
* relative energy (zero: lowest compared OMol25 entry of this formula, charge and spin): 29.4 kcal/mol
* charge: +2